# 1
3 unconnected molecules or ions with the total composition C40H79N5O11PS at a distorted geometry, computed with ωB97M-V/def2-TZVPD.

Results
lowest unoccupied orbital energy (alpha / beta)	1.98 / 1.87	eV
HOMO-LUMO gap (alpha / beta)	6.35 / 6.24	eV
calculated total energy	-3412.2369	a.u.
net charge	-1
2S+1	3

Each line ends with the Mulliken charge.
Cartesian coordinates (Å):
1 C -3.053 4.763 -0.065  -1.33
2 C -2.406 3.575 -0.803  1.78
3 C -3.096 2.267 -0.484  -0.28
4 O -4.294 2.171 -0.322  -0.68
5 O -2.236 1.250 -0.409  0.28
6 C -2.785 -0.054 -0.156  -1.68
7 C -1.720 -1.128 -0.199  -0.14
8 C -0.787 -1.018 -1.435  0.04
9 O 0.273 -0.151 -0.976  -0.14
10 C 0.449 1.088 -1.625  0.18
11 C 1.346 1.950 -0.722  0.26
12 C 2.589 2.504 -1.425  -1.23
13 O 0.560 3.020 -0.152  -0.45
14 O -1.457 -0.553 -2.519  -0.31
15 P -2.262 -1.892 -3.462  -0.15
16 C -3.120 -3.345 -4.304  -0.81
17 C -2.570 -3.742 -5.663  -0.62
18 N -2.664 -2.657 -6.657  -0.46
19 O -1.202 -3.009 -2.590  -0.20
20 C -0.169 -2.392 -1.827  2.33
21 C 0.110 -3.309 -0.632  -1.19
22 C 0.934 -4.574 -0.942  -0.48
23 C 0.342 -5.846 -0.296  -1.18
24 C 0.899 -6.138 1.101  -0.93
25 C 2.204 -6.973 1.098  -0.50
26 C 2.106 -8.200 2.002  -0.85
27 C 3.475 -8.823 2.323  -0.52
28 S 3.459 -9.529 4.006  -0.23
29 C 4.348 -11.000 3.793  0.48
30 N 5.594 -11.213 4.056  -0.30
31 N 5.843 -12.549 3.767  -0.36
32 C 4.727 -13.029 3.351  0.06
33 O 3.730 -12.133 3.336  -0.24
34 C 1.080 -2.309 -2.725  -1.94
35 O 1.074 -1.154 -3.530  0.04
36 O 2.279 -1.269 -4.322  -0.57
37 H -3.579 5.413 -0.762  0.23
38 H -3.776 4.412 0.669  0.47
39 H -2.292 5.343 0.456  0.28
40 H -2.517 3.705 -1.881  0.30
41 H -1.344 3.481 -0.584  -0.83
42 H -3.578 -0.309 -0.853  0.57
43 H -3.223 -0.038 0.848  0.59
44 H -1.078 -1.083 0.685  0.02
45 H -2.252 -2.079 -0.185  0.11
46 H 0.914 0.961 -2.604  0.13
47 H -0.500 1.608 -1.761  0.25
48 H 1.655 1.329 0.122  -0.08
49 H 2.826 1.935 -2.323  0.30
50 H 3.466 2.471 -0.775  0.34
51 H 2.444 3.546 -1.725  0.09
52 H 1.036 3.849 -0.254  0.24
53 H -1.265 -1.786 -4.494  -0.19
54 H -3.052 -0.889 -4.136  0.02
55 H -3.255 -1.961 -2.405  -0.25
56 H -3.021 -4.205 -3.633  0.23
57 H -4.192 -3.126 -4.376  0.41
58 H -3.088 -4.641 -6.032  0.37
59 H -1.519 -4.022 -5.551  0.33
60 H -3.488 -2.754 -7.234  0.19
61 H -1.855 -2.644 -7.262  0.17
62 H 0.583 -2.732 0.170  0.27
63 H -0.860 -3.626 -0.258  0.35
64 H 1.003 -4.746 -2.013  0.45
65 H 1.946 -4.450 -0.543  0.33
66 H 0.555 -6.699 -0.949  0.45
67 H -0.745 -5.754 -0.259  0.48
68 H 0.143 -6.688 1.669  0.53
69 H 1.071 -5.202 1.636  0.34
70 H 3.040 -6.357 1.434  0.37
71 H 2.397 -7.292 0.071  0.28
72 H 1.632 -7.909 2.944  0.48
73 H 1.478 -8.970 1.549  0.20
74 H 3.756 -9.591 1.605  0.38
75 H 4.246 -8.053 2.309  0.38
76 H 4.554 -14.046 3.042  0.41
77 H 1.053 -3.185 -3.376  0.52
78 H 2.004 -2.340 -2.129  0.41
79 H 2.136 -0.532 -4.929  0.31
80 C 2.346 6.959 -3.958  -2.00
81 C 0.912 6.564 -3.550  2.32
82 C -0.112 7.133 -4.535  -1.27
83 C -0.297 8.646 -4.415  -0.49
84 C -0.620 9.048 -2.976  -1.21
85 C 0.392 8.521 -1.956  1.74
86 N 0.579 7.049 -2.172  0.18
87 O -0.358 6.356 -1.629  -0.30
88 C 1.722 9.282 -2.062  -1.67
89 C -0.131 8.736 -0.539  -1.95
90 C 0.846 5.041 -3.544  -1.78
91 H 2.744 6.215 -4.648  0.50
92 H 2.401 7.920 -4.466  0.35
93 H 3.007 6.988 -3.092  0.33
94 H -1.075 6.644 -4.361  0.36
95 H 0.199 6.867 -5.548  0.36
96 H 0.595 9.173 -4.767  0.29
97 H -1.112 8.961 -5.069  0.38
98 H -0.668 10.137 -2.885  0.38
99 H -1.612 8.665 -2.715  0.36
100 H 2.482 8.816 -1.433  0.37
101 H 1.574 10.304 -1.710  0.45
102 H 2.110 9.351 -3.074  0.29
103 H -1.119 8.305 -0.401  0.34
104 H -0.192 9.808 -0.345  0.44
105 H 0.541 8.289 0.195  0.45
106 H 1.552 4.634 -2.817  0.17
107 H 1.120 4.670 -4.532  0.53
108 H -0.146 4.667 -3.303  0.22
109 C -0.525 1.741 4.993  -2.00
110 C -0.285 0.304 4.483  1.88
111 C -1.554 -0.261 3.845  -0.78
112 C -2.647 -0.611 4.853  -0.78
113 C -2.110 -1.534 5.947  -1.31
114 C -0.856 -0.988 6.637  1.67
115 N 0.148 -0.605 5.594  0.46
116 O 0.835 -1.612 5.180  -0.62
117 C -1.211 0.201 7.543  -1.71
118 C -0.239 -2.058 7.530  -1.85
119 C 0.826 0.379 3.441  -1.92
120 H -0.326 2.447 4.187  0.52
121 H -1.549 1.918 5.317  0.30
122 H 0.146 1.984 5.817  0.35
123 H -1.294 -1.162 3.280  0.35
124 H -1.929 0.462 3.116  0.18
125 H -3.071 0.295 5.294  0.32
126 H -3.468 -1.106 4.332  0.39
127 H -2.876 -1.708 6.708  0.42
128 H -1.873 -2.507 5.507  0.39
129 H -0.306 0.675 7.926  0.35
130 H -1.787 -0.163 8.395  0.45
131 H -1.814 0.960 7.054  0.30
132 H -0.041 -2.977 6.985  0.37
133 H -0.933 -2.283 8.342  0.42
134 H 0.700 -1.709 7.964  0.45
135 H 1.752 0.748 3.887  0.55
136 H 0.522 1.067 2.651  0.45
137 H 1.025 -0.588 2.985  0.34

---

# 2
10 unconnected molecules or ions with the total composition C40H80O24 at a distorted geometry, computed with ωB97M-V/def2-TZVPD.

Results
lowest unoccupied orbital energy	0.38	eV
HOMO-LUMO gap	9.94	eV
calculated total energy	-3377.7661	a.u.
net charge	0

Each line ends with the Mulliken charge.
Cartesian coordinates (Å):
1 C 3.947 0.552 -1.705  -0.21
2 C 4.367 -0.865 -1.746  -0.86
3 O 3.411 -1.549 -0.928  0.17
4 C 3.653 -1.951 0.337  0.67
5 O 4.674 -1.771 0.993  -0.64
6 O 2.530 -2.556 0.785  -0.11
7 C 2.451 -2.997 2.140  -0.57
8 H 4.660 1.253 -2.138  0.55
9 H 3.862 0.972 -0.703  -0.41
10 H 3.022 0.752 -2.247  0.26
11 H 5.347 -1.135 -1.353  0.45
12 H 4.248 -1.220 -2.770  0.21
13 H 1.388 -3.081 2.367  0.00
14 H 2.887 -2.268 2.823  0.31
15 H 2.888 -3.978 2.330  0.33
16 C 3.724 5.299 -0.787  -1.51
17 C 2.804 4.112 -0.976  1.43
18 O 1.807 4.205 -1.998  -0.33
19 C 0.877 5.160 -1.950  0.83
20 O 0.589 5.895 -0.973  -0.64
21 O 0.253 5.266 -3.108  -0.36
22 C -0.785 6.173 -3.248  -0.70
23 H 4.260 5.100 0.141  0.19
24 H 3.126 6.196 -0.628  0.45
25 H 4.400 5.340 -1.642  0.44
26 H 2.310 3.821 -0.049  -0.48
27 H 3.468 3.265 -1.147  -0.18
28 H -1.303 5.959 -4.184  0.25
29 H -0.349 7.171 -3.288  0.31
30 H -1.538 6.165 -2.460  0.31
31 C -2.504 -4.510 -0.493  -0.77
32 C -3.321 -5.050 0.708  -0.40
33 O -4.647 -4.616 0.538  -0.11
34 C -5.581 -4.685 1.468  0.73
35 O -6.612 -3.950 1.497  -0.63
36 O -5.399 -5.728 2.315  -0.35
37 C -6.433 -5.992 3.255  -0.65
38 H -1.542 -5.014 -0.394  0.50
39 H -2.353 -3.431 -0.522  -0.09
40 H -2.883 -5.010 -1.384  0.35
41 H -2.866 -4.609 1.595  0.21
42 H -3.415 -6.135 0.759  0.48
43 H -6.228 -6.793 3.964  0.23
44 H -7.254 -6.292 2.604  0.30
45 H -6.677 -5.084 3.807  0.27
46 C -2.754 -0.331 -6.856  -1.25
47 C -2.293 -0.712 -5.419  0.00
48 O -3.413 -0.916 -4.587  -0.34
49 C -3.369 -1.627 -3.442  0.73
50 O -2.358 -2.222 -3.073  -0.50
51 O -4.582 -1.574 -2.862  -0.38
52 C -4.790 -2.189 -1.569  0.12
53 H -2.018 0.287 -7.372  0.37
54 H -3.619 0.305 -6.666  0.32
55 H -2.889 -1.207 -7.489  0.30
56 H -1.595 -0.027 -4.938  0.18
57 H -1.757 -1.660 -5.461  0.25
58 H -4.794 -3.278 -1.596  0.33
59 H -5.751 -1.858 -1.173  0.33
60 H -4.087 -1.753 -0.859  -0.42
61 C -0.003 -2.405 5.689  -1.26
62 C -0.255 -1.140 4.948  0.19
63 O -1.521 -0.927 4.473  -0.40
64 C -1.951 -1.452 3.193  0.69
65 O -1.321 -2.272 2.475  -0.43
66 O -3.236 -1.053 2.982  -0.41
67 C -3.827 -1.350 1.712  0.64
68 H -0.221 -3.270 5.063  0.28
69 H -0.621 -2.601 6.564  0.35
70 H 1.029 -2.394 6.042  0.37
71 H 0.473 -1.148 4.137  -0.07
72 H 0.091 -0.402 5.671  0.43
73 H -3.316 -0.805 0.918  -0.28
74 H -4.775 -0.827 1.842  0.27
75 H -4.019 -2.396 1.476  -0.48
76 C -2.301 3.125 -1.223  -0.93
77 C -3.523 2.226 -1.467  -0.11
78 O -3.989 1.679 -0.235  -0.04
79 C -4.781 2.437 0.565  0.56
80 O -5.299 3.479 0.266  -0.61
81 O -4.883 1.792 1.681  -0.11
82 C -5.702 2.344 2.742  -0.80
83 H -1.442 2.522 -0.929  -0.13
84 H -2.584 3.923 -0.536  0.67
85 H -2.126 3.671 -2.150  0.32
86 H -3.124 1.398 -2.055  -0.24
87 H -4.308 2.675 -2.075  0.42
88 H -5.469 3.400 2.874  0.35
89 H -5.432 1.847 3.674  0.22
90 H -6.760 2.222 2.509  0.31
91 C 1.473 -7.908 -6.383  -1.17
92 C 1.726 -7.724 -4.883  -0.22
93 O 1.507 -6.366 -4.535  -0.29
94 C 1.722 -5.927 -3.290  0.65
95 O 2.124 -6.611 -2.320  -0.62
96 O 1.401 -4.648 -3.231  -0.26
97 C 1.698 -3.872 -2.061  -0.57
98 H 1.549 -8.961 -6.656  0.38
99 H 2.232 -7.359 -6.940  0.30
100 H 0.462 -7.592 -6.639  0.31
101 H 2.725 -8.040 -4.584  0.32
102 H 0.988 -8.272 -4.298  0.29
103 H 1.792 -2.828 -2.361  0.11
104 H 2.691 -3.993 -1.630  0.44
105 H 0.950 -3.836 -1.269  0.20
106 C -0.397 -0.571 -0.545  2.01
107 C -0.244 0.434 0.608  -0.14
108 C 0.988 1.156 0.097  0.53
109 O 0.922 1.092 -1.362  -0.39
110 C -0.040 0.086 -1.831  -0.23
111 H -1.468 -0.777 -0.565  -1.38
112 H 0.065 -1.548 -0.404  -0.24
113 H 0.017 -0.142 1.496  -0.07
114 H -1.069 1.134 0.740  0.27
115 H 1.884 0.602 0.379  -0.42
116 H 1.244 2.133 0.508  -0.15
117 H 0.349 -0.754 -2.405  0.32
118 H -0.909 0.589 -2.255  -0.25
119 C 4.565 2.281 3.325  -0.81
120 C 4.363 2.693 1.895  2.47
121 C 5.695 2.497 1.290  -0.39
122 O 6.623 2.941 2.297  -0.49
123 C 6.035 2.849 3.582  -0.57
124 H 4.451 1.203 3.441  0.35
125 H 3.835 2.707 4.014  0.26
126 H 4.175 3.764 1.820  -1.26
127 H 3.479 2.185 1.510  -0.64
128 H 5.906 3.046 0.372  0.30
129 H 5.814 1.449 1.015  0.26
130 H 5.903 3.831 4.036  0.25
131 H 6.531 2.185 4.291  0.39
132 C 1.827 5.586 4.093  -0.53
133 C 2.683 6.869 4.184  -0.71
134 C 3.652 6.571 3.028  -0.18
135 O 2.730 6.094 2.019  -0.30
136 C 1.692 5.309 2.601  0.11
137 H 0.835 5.594 4.545  0.42
138 H 2.374 4.750 4.528  0.09
139 H 3.197 6.937 5.143  0.37
140 H 2.139 7.807 4.071  0.29
141 H 4.424 5.863 3.331  -0.01
142 H 4.098 7.491 2.650  0.33
143 H 1.787 4.276 2.264  -0.24
144 H 0.806 5.803 2.204  0.42